No. 1
{"formula": "C4H16N2O5", "method": "ωB97M-V with the def2-TZVPD basis set", "homo_lumo_gap_ev": 9.2, "relative_energy_kcal_mol": 91.8, "lumo_ev": 0.131, "smiles": "CNCC(=O)NCO.O.O.O", "homo_energy_ev": -9.09, "energy_ev": -17622.7395, "symbols": ["H", "H", "O", "C", "C", "H", "H", "N", "H", "H", "C", "N", "O", "H", "H", "H", "O", "H", "H", "C", "H", "O", "H", "H", "H", "O", "H"], "xyz": [[-2.80611, 0.46480, -2.18135], [-0.78243, 1.23052, -1.57461], [3.68321, -0.44547, 0.78802], [0.30728, -0.01858, -2.72128], [-0.45261, -1.37083, 2.24308], [-2.38627, 1.32367, -3.21870], [-0.38169, -0.97713, -2.52594], [-1.59577, -1.17548, 1.19594], [0.38612, -1.83873, 1.77620], [2.89179, -0.17102, 1.12363], [-1.43245, -0.44039, 0.09032], [0.12025, 0.92648, -1.52754], [-2.46830, 0.42359, -3.07156], [-0.95249, -1.75441, 3.21170], [1.38513, -0.30926, -2.80098], [0.77710, -0.38580, 0.12026], [1.74828, 1.60320, 1.72103], [-0.73665, 0.52021, 2.76735], [1.41101, 0.84210, 2.23965], [-0.05664, 0.20951, -0.17901], [-0.04884, 1.02682, 0.52873], [-2.45061, -0.29929, -0.55973], [2.61945, 1.60287, 2.07717], [-0.06015, 0.63622, -3.50196], [3.84624, -0.15042, -0.01740], [-0.02010, -0.13256, 2.47538], [-2.54475, -1.34063, 1.52162]]}

***

No. 2
{"formula": "C4H16N3O", "method": "ωB97M-V with the def2-TZVPD basis set", "homo_lumo_gap_ev": 10.8, "relative_energy_kcal_mol": 2.8, "lumo_ev": -2.675, "charge": 1, "homo_energy_ev": -13.52, "energy_ev": -10919.7373, "symbols": ["H", "H", "N", "O", "N", "H", "H", "H", "H", "C", "C", "H", "C", "H", "H", "H", "H", "H", "H", "C", "N", "H", "H", "H"], "xyz": [[0.18656, 2.46507, 1.49875], [1.60084, 2.29708, -0.49515], [-0.28931, 1.55401, -1.07640], [0.15047, -0.54610, -2.76184], [-0.76209, -1.69581, -0.51151], [1.45036, 0.55024, -0.53003], [-0.56236, 2.50309, -1.28633], [-0.20127, 0.97490, -1.96336], [0.07671, -0.83402, -3.67228], [0.53265, 1.45889, 1.21818], [0.23677, -1.70739, 0.57133], [-1.03369, -1.31350, 2.22476], [-0.17802, -0.85223, 1.75864], [-0.97787, -2.63883, -0.79108], [-1.18984, 0.87198, 2.12248], [-1.63751, -1.33167, -0.16458], [1.40282, 1.21933, 1.83535], [-1.03628, 1.09054, -0.50540], [-0.39663, -1.15008, -2.21370], [0.94735, 1.46994, -0.24930], [-0.56498, 0.52221, 1.39671], [0.63490, -0.85250, 2.48134], [1.19126, -1.35188, 0.16946], [0.41915, -2.70329, 0.94399]]}

***

No. 3
{"formula": "C4H16N3SSn", "method": "ωB97M-V with the def2-TZVPD basis set", "homo_lumo_gap_ev": [3.0, 3.0], "relative_energy_kcal_mol": 81.4, "lumo_ev": [3.125, 3.127], "charge": -1, "homo_energy_ev": [0.13, 0.15], "energy_ev": -25537.4162, "symbols": ["N", "C", "H", "N", "H", "H", "H", "H", "H", "H", "H", "Sn", "H", "C", "C", "C", "H", "H", "H", "H", "H", "H", "N", "H", "S"], "xyz": [[-0.25071, 1.16204, 1.73437], [-1.38522, 0.51125, 2.46934], [0.93107, 0.02752, 3.68637], [0.50798, -1.50311, -2.49908], [1.44148, -1.41611, -2.05677], [-1.59090, 0.37443, -4.03152], [0.64975, -1.64917, -3.50376], [-1.18871, 2.13779, -3.83030], [0.14692, 0.91179, -4.42626], [0.06855, -2.34453, -2.11666], [0.51135, -1.71328, 3.47580], [-0.65927, 0.42814, -1.81983], [-0.44103, 1.94007, 1.25983], [1.20884, -0.90856, 3.19769], [0.75243, 0.34252, 1.15498], [-0.80274, 1.03802, -3.74786], [-1.43811, 0.94777, 3.47724], [-2.05370, 0.21360, -0.93241], [1.87888, -1.23263, 1.20421], [-1.30959, -0.55505, 2.52959], [0.42486, 1.73292, -2.05124], [2.23163, -1.18714, 3.49955], [1.16580, -0.76054, 1.73194], [-2.31902, 0.78559, 1.93002], [1.51943, 0.71662, -0.33524]]}

***

No. 4
{"formula": "C4H16N8O4", "method": "ωB97M-V with the def2-TZVPD basis set", "homo_lumo_gap_ev": 8.9, "relative_energy_kcal_mol": 81.5, "lumo_ev": 0.037, "smiles": "NC(N)=O.NC(N)=O.NC(N)=O.NC(N)=O", "homo_energy_ev": -8.82, "energy_ev": -24519.4208, "symbols": ["N", "C", "H", "H", "N", "N", "O", "H", "H", "C", "O", "H", "H", "H", "H", "N", "H", "H", "N", "H", "O", "N", "N", "N", "C", "C", "H", "H", "H", "H", "O", "H"], "xyz": [[1.23721, 2.13997, -2.82579], [-1.39373, 0.52343, 4.74857], [2.04565, 2.46636, -3.33568], [1.91185, -2.38065, -2.56066], [1.06631, -3.32598, -4.39918], [-2.24291, 0.58459, 5.72754], [0.19463, 4.04525, -3.14249], [-0.05659, 1.74598, 0.63876], [-0.50229, 0.55044, 1.81436], [0.40959, -0.11677, 0.20860], [-0.87835, -2.76997, -3.69007], [-0.62821, 1.38447, -1.87009], [2.06028, -3.37192, -4.22600], [-1.89548, 0.87969, 6.62881], [0.13471, -1.05493, 1.80711], [-0.80787, 2.33804, -2.15032], [0.85525, -2.02248, 0.62339], [0.41727, 0.68674, 4.26202], [0.32900, -1.18419, 0.82443], [-3.20447, 0.28126, 5.66841], [0.81659, -0.01341, -0.89572], [-0.01782, 0.78955, 0.96101], [-0.18876, 0.71322, 5.06956], [0.91349, -2.47182, -2.43789], [0.26871, -2.85705, -3.52889], [0.19430, 2.91892, -2.69392], [-0.04586, 1.07541, 6.00149], [0.54612, -3.74663, -5.15586], [0.41258, -2.05696, -1.66520], [1.22732, 1.26834, -2.31563], [-1.67218, 0.05242, 3.63144], [-1.50636, 2.92868, -1.72214]]}

***

No. 5
{"formula": "C4H16N8O4", "method": "ωB97M-V with the def2-TZVPD basis set", "homo_lumo_gap_ev": 9.6, "relative_energy_kcal_mol": 11.7, "lumo_ev": 0.150, "smiles": "NC(N)=O.NC(N)=O.NC(N)=O.NC(N)=O", "homo_energy_ev": -9.46, "energy_ev": -24522.4485, "symbols": ["C", "H", "C", "H", "O", "N", "O", "H", "H", "H", "N", "H", "H", "N", "O", "H", "H", "O", "H", "C", "N", "C", "N", "H", "H", "H", "H", "N", "H", "N", "H", "N"], "xyz": [[-8.94143, -2.69014, -12.70715], [-6.99443, -3.35016, -12.86833], [-13.53705, 2.66708, -16.41585], [-12.19061, 2.51783, -17.94188], [-14.51567, 2.33936, -17.06017], [-11.55813, -0.66178, -14.23148], [-9.76612, -2.19438, -11.95348], [-11.57374, 3.33627, -16.54571], [-14.45195, 2.56013, -14.63418], [-11.49343, -2.88180, -17.54348], [-7.59512, -2.69684, -12.39770], [-11.75567, -3.21711, -19.22776], [-12.71581, 2.67287, -14.50016], [-11.21012, -5.20466, -16.88264], [-10.70562, -5.52216, -19.07306], [-11.10174, -6.18320, -16.69989], [-11.62927, -4.55267, -16.24103], [-11.49060, -2.45211, -15.61657], [-7.37418, -2.43911, -11.45208], [-11.84011, -1.28395, -15.41533], [-12.28074, 2.76559, -16.97358], [-11.06059, -4.77770, -18.17374], [-9.24392, -3.23637, -13.92691], [-12.23160, -0.83922, -17.33568], [-10.11353, -2.99650, -14.37941], [-11.11140, -1.28807, -13.57398], [-12.00517, 0.14758, -13.84606], [-11.26424, -3.41748, -18.37344], [-12.65422, 0.44771, -16.26187], [-12.37275, -0.50885, -16.39866], [-8.78497, -4.09198, -14.18372], [-13.55381, 2.73992, -15.04646]]}

***

No. 6
{"formula": "C4H16N8O4Tl", "method": "ωB97M-V with the def2-TZVPD basis set", "homo_lumo_gap_ev": 2.8, "relative_energy_kcal_mol": 4.1, "lumo_ev": -16.137, "charge": 3, "homo_energy_ev": -18.97, "energy_ev": -29183.0401, "symbols": ["C", "N", "H", "N", "C", "C", "H", "H", "H", "O", "H", "H", "N", "H", "H", "N", "H", "H", "N", "O", "N", "O", "H", "C", "N", "H", "H", "N", "H", "Tl", "H", "H", "O"], "xyz": [[-0.05663, -3.79268, -0.54268], [3.52772, 0.61096, 1.95908], [-0.94548, -5.66706, -0.22073], [1.80240, -0.47395, 2.95419], [2.21247, 0.29046, 1.90578], [-1.02679, 1.36166, -4.23535], [2.37752, -0.59006, 3.77170], [3.86664, 1.15337, 1.17348], [-1.37542, 4.24888, 4.07208], [-0.10850, -2.56919, -0.29085], [1.44634, -3.76493, -1.99059], [-1.29861, 4.66824, 2.41843], [-2.26143, 1.43653, -4.80848], [-0.18381, 1.25073, -6.08441], [0.92491, 1.08063, -4.76476], [-1.18589, 3.95262, 3.12719], [0.68384, -5.25020, -1.74967], [0.86523, -0.83813, 2.92072], [-0.90087, -4.68924, 0.02073], [-1.01012, 2.40767, 1.49003], [-1.22723, 1.75315, 3.68351], [-0.91554, 1.37667, -2.99088], [-1.16073, 0.77045, 3.49379], [-1.11064, 2.69307, 2.70933], [0.83910, -4.31469, -1.40441], [-3.02229, 1.44638, -4.14277], [-1.68440, -4.28119, 0.51209], [0.00689, 1.32232, -5.09936], [4.17165, 0.29817, 2.66433], [-1.04705, 0.22585, -0.32512], [-2.42400, 1.34648, -5.80038], [-1.28039, 2.00489, 4.65764], [1.50111, 0.53217, 0.91634]]}

***

No. 7
{"formula": "C4H16NO5", "method": "ωB97M-V with the def2-TZVPD basis set", "homo_lumo_gap_ev": 11.9, "relative_energy_kcal_mol": 3.6, "lumo_ev": -2.636, "charge": 1, "homo_energy_ev": -14.54, "energy_ev": -16129.9264, "symbols": ["C", "O", "H", "C", "O", "O", "H", "H", "O", "O", "H", "H", "H", "H", "H", "H", "N", "C", "C", "H", "H", "H", "H", "H", "H", "H"], "xyz": [[-0.48790, -1.02725, -1.80160], [0.59406, -0.24547, 3.22933], [1.24867, -0.50623, 3.89256], [0.34388, -1.61832, -0.72722], [0.62842, -2.88839, -0.99773], [0.67433, -1.06778, 0.29784], [-2.66021, 1.39335, 3.01611], [-0.68128, 1.67774, 1.38941], [2.87685, -0.64300, -1.99830], [-1.84236, 0.91129, 2.83581], [0.55751, 0.78276, 0.55775], [0.92946, -3.40915, -0.24167], [2.97396, -0.30297, -2.89204], [-1.55183, -1.26701, -1.68571], [-1.56436, 2.09714, -0.90450], [0.17431, -1.00981, 2.81721], [-0.13747, 1.54044, 0.53401], [-1.11983, 1.17351, -0.54604], [-0.44776, 0.53381, -1.79251], [-0.37716, -1.24677, -2.86074], [-1.79466, 0.44347, -0.12230], [-1.51183, 0.59600, 3.68371], [0.52030, 0.98614, -1.99929], [0.32896, 2.42484, 0.38671], [3.47226, -0.09219, -1.48074], [-1.14631, 0.76386, -2.59004]]}

***

No. 8
{"formula": "C4H16O4", "method": "ωB97M-V with the def2-TZVPD basis set", "homo_lumo_gap_ev": 10.5, "relative_energy_kcal_mol": 76.0, "lumo_ev": 0.619, "smiles": "CO.CO.CO.CO", "homo_energy_ev": -9.85, "energy_ev": -12594.5430, "symbols": ["O", "H", "O", "H", "C", "H", "H", "H", "H", "C", "H", "H", "H", "O", "H", "H", "H", "H", "O", "C", "H", "C", "H", "H"], "xyz": [[-0.79292, 0.94565, -0.03326], [-0.21421, -2.88657, -0.69716], [4.11294, -1.81162, -1.55552], [-1.12441, -1.07311, 0.46429], [-1.16841, -2.87609, -0.17039], [4.58003, -1.04374, -1.89282], [-0.54547, 1.81502, 0.29010], [-1.52086, 1.13603, -1.76496], [2.27031, -2.64414, -1.61017], [-1.15136, 3.11743, 3.08657], [-1.83772, -2.60536, -0.98699], [-1.67160, 2.21767, 3.41503], [-1.41368, -3.84302, 0.26892], [-1.25524, -1.94860, 0.83577], [-0.30160, 2.79803, 2.48327], [0.28517, 1.30108, -1.73296], [3.10757, -2.13615, -3.18296], [-2.64597, 4.38684, 3.31198], [-1.92662, 4.23954, 2.69355], [2.85166, -1.89719, -2.15072], [-0.68197, 3.34429, 4.04381], [-0.58144, 0.74715, -1.37207], [2.24900, -0.99778, -2.02437], [-0.62318, -0.28535, -1.71894]]}

***

No. 9
{"formula": "C4H16O4", "method": "ωB97M-V with the def2-TZVPD basis set", "homo_lumo_gap_ev": 9.7, "relative_energy_kcal_mol": 11.5, "lumo_ev": 0.339, "smiles": "CCCCO.O.O.O", "homo_energy_ev": -9.40, "energy_ev": -12597.3376, "symbols": ["H", "H", "H", "C", "H", "C", "H", "H", "C", "O", "H", "O", "H", "H", "O", "H", "H", "H", "O", "H", "H", "H", "C", "H"], "xyz": [[-2.25409, 0.72873, 1.67324], [0.39326, -2.68907, -0.09018], [0.48956, 0.29771, -0.74096], [0.03381, -0.62634, -0.40433], [-2.38648, 0.43958, -0.96960], [2.20588, -1.63396, 0.53419], [-0.52151, -1.12967, -2.35709], [1.51388, 2.46912, 1.47974], [0.99368, -1.82351, -0.35128], [-1.82805, 0.21328, -1.72324], [1.29466, -1.95949, -1.38877], [-2.78440, 0.62536, 0.87687], [1.99314, -1.56341, 1.60549], [-0.12415, 2.31497, 0.29972], [1.58302, 1.81343, 0.77435], [2.94679, -2.41836, 0.36757], [-1.00065, 3.58318, 0.00929], [2.71977, -0.70745, 0.28199], [-1.02503, 2.67402, 0.31157], [1.70727, 0.97955, 1.25403], [-2.71253, 1.52097, 0.50958], [-0.46448, -0.44206, 0.54995], [-1.06038, -0.93919, -1.42766], [-1.71296, -1.72739, -1.07450]]}